Entry from the Open Molecules 2025 dataset: C23H27N3O7S in the gas phase in a non-equilibrium geometry (ωB97M-V/def2-TZVPD).

Last column: natural (NBO) charge in e.
Cartesian coordinates (Å):
C -3.377 -5.184 2.128  -0.64
C -1.912 -4.860 2.403  -0.06
H -1.269 -5.223 1.592  0.17
H -1.594 -5.342 3.332  0.20
O -1.689 -3.484 2.647  -0.51
C -1.752 -2.586 1.617  0.26
C -1.847 -2.958 0.280  -0.28
C -1.898 -2.003 -0.722  -0.14
C -1.943 -0.650 -0.402  -0.31
C -1.863 -0.261 0.924  0.36
C -1.699 -1.222 1.946  0.21
O -1.570 -0.687 3.193  -0.49
C -0.870 -1.369 4.219  -0.06
C 0.573 -1.692 3.847  -0.64
H 1.076 -0.801 3.479  0.21
H 1.099 -2.059 4.724  0.22
H 0.608 -2.457 3.076  0.21
H -1.397 -2.281 4.514  0.19
H -0.894 -0.660 5.051  0.19
O -1.922 1.028 1.345  -0.51
C -2.424 2.011 0.455  -0.07
C -2.810 3.232 1.275  -0.62
H -3.265 3.975 0.627  0.22
H -3.517 2.947 2.049  0.21
H -1.929 3.662 1.738  0.22
H -3.304 1.618 -0.072  0.17
H -1.658 2.278 -0.286  0.18
H -2.037 0.084 -1.184  0.23
C -1.965 -2.441 -2.137  0.68
O -2.697 -3.318 -2.541  -0.58
N -1.170 -1.744 -3.022  -0.62
C -0.065 -0.943 -2.762  0.19
C 0.263 0.073 -3.665  -0.25
C 1.355 0.887 -3.432  -0.16
C 2.127 0.681 -2.305  -0.39
C 1.840 -0.341 -1.421  -0.10
C 0.753 -1.160 -1.650  -0.26
H 0.541 -1.974 -0.978  0.23
H 2.491 -0.497 -0.577  0.23
S 3.501 1.770 -1.977  2.33
O 4.310 1.212 -0.940  -0.92
O 4.106 2.183 -3.204  -0.92
N 2.747 3.151 -1.383  -0.85
C 1.952 3.123 -0.268  0.31
N 0.939 3.943 -0.111  -0.20
O 0.406 3.671 1.113  -0.29
C 1.086 2.669 1.692  0.37
C 2.091 2.269 0.859  -0.41
H 2.841 1.524 1.005  0.26
C 0.640 2.205 3.027  -0.69
H -0.236 1.563 2.920  0.27
H 0.359 3.058 3.640  0.24
H 1.440 1.654 3.512  0.23
H 2.485 3.833 -2.077  0.43
H 1.627 1.672 -4.120  0.24
H -0.347 0.221 -4.543  0.22
H -1.400 -1.895 -3.997  0.41
H -1.869 -3.995 -0.013  0.23
H -3.498 -6.259 2.029  0.22
H -3.992 -4.834 2.953  0.22
H -3.719 -4.705 1.215  0.22

max |F|	1.5	eV/Å
Kohn-Sham gap	8.65	eV
molar mass	489.55	g/mol
HOMO	-0.3082	Ha
energy above the lowest of the compared OMol25 structures with the same formula, charge and spin	3.073	eV

=====

Entry from the Open Molecules 2025 dataset: a molecular structure, C31H40F4N6OSSiTi (ωB97M-V/def2-TZVPD).

Last column: Mulliken spin population.
Cartesian coordinates (Å):
Ti -0.856 0.160 -0.203  1.23
C 3.207 0.952 -0.202  0.00
C 3.548 -0.527 -0.090  0.01
N 2.795 -1.219 0.963  0.02
C 3.576 -1.423 2.178  0.00
C 4.082 -0.139 2.810  0.00
C 2.230 -2.484 0.503  -0.01
C 1.037 -2.289 -0.428  0.08
N -0.148 -1.751 0.224  -0.02
C -1.033 -2.591 0.808  -0.01
C -2.219 -2.041 1.326  0.04
F -2.359 -0.671 1.170  0.03
C -3.247 -2.735 1.908  -0.01
F -4.327 -2.065 2.324  0.00
C -3.165 -4.107 2.057  0.01
C -2.008 -4.697 1.584  0.00
F -1.861 -6.022 1.702  0.00
C -0.978 -3.994 0.986  0.01
F 0.094 -4.709 0.584  0.00
H 3.668 1.388 -1.092  0.00
H 3.549 1.515 0.665  0.00
H 2.126 1.089 -0.271  0.04
H 4.629 -0.662 0.067  0.00
H 3.334 -1.007 -1.046  0.00
H 4.435 -2.093 1.984  0.00
H 2.933 -1.943 2.893  0.00
H 4.827 0.359 2.189  0.00
H 4.554 -0.356 3.770  0.00
H 3.262 0.560 2.981  0.00
H 1.909 -3.055 1.375  0.00
H 2.990 -3.102 -0.008  0.00
H 0.824 -3.225 -0.953  0.01
H 1.314 -1.575 -1.208  -0.03
H -3.953 -4.685 2.512  0.00
C 1.474 2.765 3.097  0.00
Si -0.067 1.764 2.653  0.00
C -1.539 2.446 3.601  0.00
C 0.217 -0.016 3.156  0.03
N -0.446 1.806 0.948  -0.07
C -0.945 2.998 0.428  -0.02
C -0.457 4.275 0.744  0.00
C -1.050 5.427 0.244  0.00
C -2.155 5.352 -0.587  0.01
C -2.666 4.104 -0.931  0.00
C -2.042 2.975 -0.448  0.07
O -2.518 1.683 -0.694  0.07
C -3.342 1.444 -1.790  0.00
C -4.471 0.677 -1.564  -0.02
C -5.303 0.380 -2.636  0.02
C -5.007 0.859 -3.904  0.00
C -3.870 1.631 -4.106  0.00
C -3.022 1.927 -3.049  -0.02
H 1.221 3.775 3.426  0.00
H 2.159 2.848 2.251  0.00
H 2.020 2.286 3.913  0.00
H -1.269 2.740 4.619  0.00
H -2.328 1.694 3.667  0.00
H -1.955 3.326 3.106  0.00
H 0.704 -0.022 4.136  0.00
H 0.866 -0.549 2.457  0.00
H -0.719 -0.570 3.253  0.00
H 0.403 4.355 1.394  0.00
H -0.641 6.392 0.516  0.00
H -2.625 6.249 -0.965  0.00
H -3.535 4.019 -1.570  0.00
H -4.682 0.328 -0.561  0.00
H -6.189 -0.220 -2.475  0.00
H -5.660 0.631 -4.736  0.00
H -3.632 2.003 -5.094  0.00
H -2.137 2.531 -3.191  0.01
C -1.206 -2.388 -5.246  0.01
C -1.659 -1.765 -3.931  0.00
C -0.750 -0.697 -3.437  0.28
N -0.753 -0.275 -2.184  0.03
N 0.082 0.801 -1.974  -0.07
C 0.644 1.242 -3.045  0.11
N 1.544 2.280 -3.059  0.02
S 0.239 0.326 -4.478  0.11
H -1.901 -3.167 -5.561  0.00
H -0.216 -2.836 -5.153  0.00
H -1.165 -1.648 -6.049  0.00
H -1.718 -2.535 -3.156  0.01
H -2.674 -1.363 -4.040  0.02
H 1.552 2.834 -3.901  0.00
H 1.521 2.839 -2.217  0.00

max |F|	0.9	eV/Å
2S+1	3
Kohn-Sham gap (spin up / spin down)	5.35 / 7.55	eV
molar mass	696.71	g/mol
HOMO (spin up / spin down)	-0.1916 / -0.2747	Ha
energy above the lowest of the compared OMol25 structures with the same formula, charge and spin	0.956	eV

=====

Entry from the Open Molecules 2025 dataset: a molecular structure, C19H23LuNO5S in a non-equilibrium geometry (ωB97M-V/def2-TZVPD).

Last column: natural (NBO) charge in e.
Cartesian coordinates (Å):
C 4.104 -1.161 2.841  -0.26
C 2.927 -0.420 2.911  -0.19
C 2.195 0.145 1.664  -0.06
C 2.924 1.137 0.882  -0.16
C 2.249 1.677 -0.308  -0.15
C 0.859 1.260 -0.660  -0.08
C 0.138 0.312 0.154  0.32
O -1.159 0.016 -0.224  -0.51
C -2.009 0.616 0.828  -0.10
C -3.131 1.550 0.230  -0.09
O -3.964 0.923 -0.719  -0.42
C -5.263 0.583 -0.205  -0.08
C -5.251 -0.953 0.191  -0.62
C 0.804 -0.312 1.356  0.14
C 0.065 -1.381 2.230  -0.48
C -0.655 -2.510 1.379  -0.41
C 0.094 -2.904 0.047  -0.56
S -0.405 -4.567 -0.589  0.27
C 0.476 2.042 -1.950  0.68
O -0.586 2.323 -2.362  -0.35
N 1.803 2.393 -2.471  -0.51
C 2.547 1.305 -3.172  -0.32
C 2.029 1.075 -4.672  0.40
O 2.023 1.989 -5.442  -0.41
C 2.683 2.699 -1.375  0.78
O 3.558 3.636 -1.351  -0.84
H 4.118 -2.086 2.221  0.24
H 4.988 -0.768 3.407  0.25
H 2.460 -0.158 3.902  0.27
H 3.946 1.484 1.149  0.24
H -1.397 1.266 1.521  0.20
H -2.402 -0.222 1.456  0.20
H -3.679 1.992 1.109  0.22
H -2.595 2.421 -0.251  0.22
H -5.620 1.237 0.629  0.20
H -6.002 0.720 -1.046  0.23
H -4.443 -1.131 0.947  0.18
H -6.263 -1.251 0.560  0.25
H -4.959 -1.516 -0.734  0.23
H 0.829 -1.904 2.872  0.25
H -0.663 -0.856 2.913  0.29
H -0.714 -3.440 2.007  0.26
H -1.694 -2.173 1.126  0.23
H -0.143 -2.188 -0.791  0.25
H 1.208 -2.861 0.183  0.23
H 0.555 -5.447 -0.154  0.17
H 3.642 1.576 -3.191  0.20
H 2.453 0.299 -2.665  0.21
H 1.714 0.056 -5.029  0.17
Lu 5.609 3.475 -1.357  1.80

max |F|	4.1	eV/Å
Kohn-Sham gap	1.78	eV
molar mass	552.43	g/mol
HOMO	-0.5944	Ha
total charge	+3

=====

Entry from the Open Molecules 2025 dataset: C5H8N2 in the gas phase in a non-equilibrium geometry (ωB97M-V/def2-TZVPD).

Last column: natural (NBO) charge in e.
Cartesian coordinates (Å):
C 1.995 -0.094 -0.395  -0.61
C 0.807 0.150 0.477  -0.40
C -0.382 0.696 -0.292  -0.25
N -1.508 0.645 0.545  -0.48
C -2.263 -0.353 0.816  0.03
C -2.165 -1.440 -0.063  0.11
N -2.261 -2.424 -0.667  -0.29
H 1.755 -0.792 -1.200  0.21
H 2.324 0.834 -0.869  0.20
H 2.824 -0.496 0.188  0.22
H 1.049 0.806 1.319  0.20
H -0.595 0.071 -1.165  0.22
H -0.199 1.716 -0.636  0.21
H -1.875 1.483 0.961  0.41
H 0.493 -0.801 0.983  0.21

max |F|	2.2	eV/Å
Kohn-Sham gap	8.96	eV
molar mass	96.13	g/mol
HOMO	-0.3283	Ha
energy above the lowest of the compared OMol25 structures with the same formula, charge and spin	2.608	eV